Record 1
{
  "formula": "CH10NO4",
  "method": "wB97M-V/def2-TZVPD",
  "species": ["O", "O", "O", "O", "N", "C", "H", "H", "H", "H", "H", "H", "H", "H", "H", "H"],
  "xyz": [[-0.81673, 2.18740, 0.79198], [0.20074, -0.44448, 0.09853], [-3.51095, 0.86510, 1.71911], [2.51756, 0.98973, -0.68414], [1.16711, -2.32696, -1.08173], [0.10045, -1.34853, -0.89084], [-0.86172, -1.88721, -0.81292], [-3.05982, 1.11421, 0.90032], [1.30964, -2.71741, -0.15132], [2.04210, -1.79494, -1.16704], [-0.03362, -0.78872, -1.83166], [-0.58046, 1.28515, 0.53410], [-2.79381, 0.34996, 2.11486], [0.04485, 2.60163, 0.90548], [1.95820, 0.24874, -0.41360], [2.31646, 1.66633, -0.03114]],
  "atomic_forces_ev_per_a": [[0.25, -0.21, -0.08], [0.04, -0.02, 0.12], [0.71, -0.44, -0.35], [-0.08, -0.15, -0.03], [0.41, 1.09, 1.14], [-0.15, -0.84, -0.80], [-0.02, 0.09, 0.17], [-0.40, 0.44, 0.01], [-0.16, -0.59, -0.10], [-0.20, -0.22, -0.58], [-0.04, 0.26, -0.07], [-0.11, 0.02, 0.00], [-0.36, 0.07, 0.40], [-0.17, 0.23, 0.06], [0.15, 0.21, 0.15], [0.12, 0.07, -0.02]],
  "lumo_energy_ev": [0.362, -3.057],
  "homo_energy_ev": [-11.19, -11.18],
  "s_squared": 0.754,
  "total_charge": 0,
  "largest_force_ev_per_a": 1.63,
  "multiplicity": 2,
  "gap_ev": [11.548, 8.127]
}

=====

Record 2
{
  "formula": "C19H35BaN2O11SSi",
  "method": "wB97M-V/def2-TZVPD",
  "species": ["Ba", "S", "Si", "O", "O", "O", "O", "O", "O", "O", "O", "O", "O", "O", "N", "N", "C", "C", "C", "C", "C", "C", "C", "C", "C", "C", "C", "C", "C", "C", "C", "C", "C", "C", "C", "H", "H", "H", "H", "H", "H", "H", "H", "H", "H", "H", "H", "H", "H", "H", "H", "H", "H", "H", "H", "H", "H", "H", "H", "H", "H", "H", "H", "H", "H", "H", "H", "H", "H", "H"],
  "xyz": [[0.29413, -0.22624, 0.19482], [-0.81113, 2.29033, 0.84075], [1.85098, -3.29057, 1.10513], [0.95563, -3.90720, -0.14735], [3.40886, -3.89332, 1.01327], [-0.46070, 3.10998, 1.97203], [0.24794, 2.89619, -5.46824], [1.25923, -4.00127, 2.48506], [-1.41034, 0.99122, 1.20495], [0.30218, 2.09545, -0.11347], [1.77888, -1.71022, 1.04410], [-1.51948, -0.84127, -3.65716], [-1.25761, 1.26293, -5.41330], [-0.81856, -1.24192, -1.55215], [1.63957, 2.00102, -3.39014], [1.49233, 0.32522, -2.00124], [4.48047, -3.43196, 0.16427], [3.39647, 1.88437, -1.58906], [0.02157, -4.97930, -0.35707], [5.09278, -2.16532, 0.75887], [-1.27465, -4.68950, 0.39948], [0.41025, 0.28868, -2.88255], [2.20040, 1.37790, -2.33361], [5.49363, -4.55093, 0.16251], [-2.03080, 3.11922, -0.06606], [2.65340, -4.96493, 4.17774], [0.50339, 1.34062, -3.76181], [-0.25539, -4.97001, -1.84796], [-0.21065, 1.89071, -4.95779], [0.63351, -6.30183, 0.07495], [1.66571, -3.85201, 3.86208], [3.98614, -3.16515, -1.26275], [2.31238, -2.48980, 4.12975], [0.40641, -4.01296, 4.68125], [-0.72867, -0.69245, -2.69549], [3.51320, -4.90348, 3.49729], [4.33969, -1.37651, 0.83754], [1.94252, 2.84056, -3.85025], [3.08424, 2.37657, -0.66277], [6.37231, -4.28365, -0.44226], [0.67158, -5.16358, -2.40376], [-0.06431, -7.12268, -0.12905], [0.86486, -6.29560, 1.14839], [2.17293, -5.94225, 4.03821], [0.62711, -3.95054, 5.75462], [3.47113, -4.04973, -1.66645], [-0.99303, -5.73762, -2.11277], [5.04134, -5.46286, -0.25025], [-0.64091, -3.98858, -2.15149], [3.24135, -2.35664, 3.55099], [-0.31237, -3.22669, 4.42556], [-1.65424, -3.70444, 0.10543], [-1.45146, 0.41395, -4.86465], [-1.61172, 4.08464, -0.36751], [5.81934, -4.75898, 1.19012], [-2.90027, 3.25613, 0.58731], [-2.30063, 2.52277, -0.94892], [2.55401, -2.40823, 5.19594], [1.64339, -1.67256, 3.85644], [3.95972, 2.60381, -2.18162], [1.56488, -6.48349, -0.47928], [4.04900, 1.05358, -1.32705], [5.48028, -2.37403, 1.76541], [-2.03588, -5.43620, 0.14969], [3.01342, -4.89389, 5.21523], [3.28296, -2.32158, -1.30382], [-0.05421, -4.98552, 4.46902], [4.83937, -2.92615, -1.91140], [5.92483, -1.81142, 0.13222], [-1.11962, -4.69847, 1.48696]],
  "atomic_forces_ev_per_a": [[1.64, -3.60, 1.14], [-0.26, 1.38, 0.85], [0.12, -0.12, -0.07], [-0.11, -0.18, 0.27], [0.18, 0.22, -0.29], [-0.03, 0.03, 0.00], [-0.32, -0.14, -0.06], [0.04, 0.12, 0.31], [-1.45, 1.65, 0.94], [-0.24, 2.21, 0.11], [1.60, -1.63, 1.10], [0.36, 0.51, 0.03], [-0.67, -1.14, 0.38], [-0.84, -0.47, -2.81], [0.44, 0.30, 0.15], [-0.15, 0.09, -1.54], [-0.71, 0.17, 0.14], [-0.16, -0.05, -0.10], [0.28, 0.56, 0.26], [0.11, 0.11, 0.10], [-0.04, 0.10, 0.23], [0.18, -0.15, 0.30], [-0.01, 0.16, -0.04], [0.36, -0.42, -0.05], [-0.76, 0.47, -0.57], [0.30, -0.26, 0.01], [-0.13, -0.19, -0.11], [-0.03, 0.02, -0.42], [0.87, 0.15, 0.50], [0.19, -0.21, 0.14], [0.23, 0.12, -0.74], [-0.14, -0.02, -0.12], [0.21, 0.06, -0.11], [-0.38, 0.00, 0.26], [-0.53, -0.41, -0.03], [-0.21, 0.00, 0.15], [0.02, -0.12, -0.03], [0.06, 0.14, -0.11], [-0.07, -0.07, -0.11], [-0.17, -0.08, 0.14], [-0.17, 0.03, 0.10], [0.10, 0.06, 0.02], [-0.06, 0.05, -0.23], [0.10, 0.17, 0.02], [-0.04, -0.03, -0.16], [0.16, 0.22, 0.14], [0.11, 0.08, 0.02], [0.13, 0.18, 0.09], [0.08, -0.19, 0.09], [-0.32, -0.14, 0.16], [0.09, -0.11, 0.04], [0.06, -0.13, 0.01], [0.34, 0.60, -0.11], [-0.17, -0.18, 0.03], [-0.05, 0.02, -0.21], [0.21, 0.01, -0.21], [0.09, 0.19, 0.30], [-0.02, 0.00, -0.11], [-0.02, -0.07, 0.00], [0.00, -0.01, -0.05], [-0.20, 0.04, 0.12], [-0.01, -0.03, -0.01], [-0.07, 0.03, -0.18], [0.06, 0.04, 0.02], [-0.11, -0.01, -0.22], [0.12, -0.19, 0.12], [0.07, 0.17, 0.04], [-0.12, -0.05, 0.09], [-0.16, -0.07, 0.13], [0.07, 0.00, -0.26]],
  "lumo_energy_ev": 2.348,
  "homo_energy_ev": -6.44,
  "total_charge": -1,
  "largest_force_ev_per_a": 4.11,
  "gap_ev": 8.788
}

=====

Record 3
{
  "formula": "C26H56F12N6O12S4",
  "method": "wB97M-V/def2-TZVPD",
  "species": ["S", "S", "S", "S", "F", "F", "F", "F", "F", "F", "F", "F", "F", "F", "F", "F", "O", "O", "O", "O", "O", "O", "O", "O", "O", "O", "O", "O", "N", "N", "N", "N", "N", "N", "C", "C", "C", "C", "C", "C", "C", "C", "C", "C", "C", "C", "C", "C", "C", "C", "C", "C", "C", "C", "C", "C", "C", "C", "C", "C", "H", "H", "H", "H", "H", "H", "H", "H", "H", "H", "H", "H", "H", "H", "H", "H", "H", "H", "H", "H", "H", "H", "H", "H", "H", "H", "H", "H", "H", "H", "H", "H", "H", "H", "H", "H", "H", "H", "H", "H", "H", "H", "H", "H", "H", "H", "H", "H", "H", "H", "H", "H", "H", "H", "H", "H"],
  "xyz": [[-0.37630, 1.42663, 1.14879], [-3.04373, 1.58163, 1.65107], [0.58505, -0.30364, -5.35427], [0.62327, -2.40510, -3.62119], [-0.33871, -3.64496, -5.66859], [-3.89770, 3.75370, 2.94686], [0.25505, -4.98558, -4.06034], [1.88297, 2.44596, 0.39489], [0.94017, 3.56449, 1.98312], [-2.69540, 2.29782, 4.12416], [-1.22195, 1.56903, -4.85581], [-4.83619, 2.03054, 3.69703], [-1.93925, -0.02562, -6.05265], [-0.46231, 1.37952, -6.87421], [0.17626, 3.75531, -0.02963], [-1.56945, -3.82482, -3.84691], [1.90908, -2.76082, -4.20657], [0.51244, -2.47770, -2.19212], [-1.29264, -1.52811, 3.74834], [-0.45130, 0.66876, -0.10824], [-2.93976, 3.21954, -3.58976], [0.84967, -0.99480, -6.58509], [-4.03134, 1.92018, 0.67306], [-2.87375, 0.18054, 1.99322], [1.57195, 0.62141, -4.88906], [-0.76254, 1.65401, 7.01681], [0.20570, 0.75626, 2.30132], [4.67867, -0.69372, -6.58859], [-1.69598, 2.28664, 1.45002], [0.32363, 1.37393, 6.63456], [-0.68100, -3.14256, 0.87939], [-5.53776, 3.40676, -3.60251], [-0.05036, -1.16510, -4.15315], [3.52330, -2.91870, -6.51828], [-1.61658, 3.59127, -3.07828], [1.98935, -0.22514, 6.02356], [-3.54512, 2.21226, -2.91879], [4.44020, -1.19538, -5.26157], [3.01687, 0.81765, 5.70208], [-3.66381, 2.46019, 3.22599], [-1.65063, -2.48949, -0.01697], [2.20910, 1.92233, 4.98553], [1.00584, 2.44354, 5.83700], [-5.03694, 1.27471, -4.79698], [0.53410, -2.41211, 1.21586], [-0.86949, 0.72309, -5.78559], [4.48431, -2.73634, -5.39866], [1.47986, 3.37258, 7.00820], [-0.00507, 3.18713, 5.00218], [-0.31821, -3.79272, -4.37559], [-1.48253, -3.51408, 2.17279], [-4.94440, 2.00512, -3.50394], [4.29666, 0.61158, -6.86535], [1.61401, 0.38253, 8.58990], [5.83779, -3.38340, -5.52647], [-0.30325, -4.49622, 0.25864], [1.02653, 0.06421, 7.22380], [0.72633, 2.87275, 0.86020], [-0.09064, -1.03726, 7.46088], [-2.16211, -2.45076, 3.02427], [3.54518, 1.28949, 6.58782], [1.75376, 1.62821, 4.01493], [0.42788, -1.34734, 1.50197], [0.51098, 3.90258, 4.40337], [0.23980, -4.28920, -0.62228], [-2.97360, 1.27456, -2.92904], [0.78806, 0.73749, 9.21795], [-4.81641, 0.19956, -4.65159], [5.68972, -4.44448, -5.61274], [0.45104, -1.90524, 7.81948], [-0.80306, -4.02404, 2.83051], [-5.96335, 1.38469, -5.28680], [-0.70048, -0.73252, 8.26842], [-5.05432, 3.90002, -4.35786], [-0.50735, 2.65441, 4.23608], [-6.55008, 3.53549, -3.79709], [4.57137, 0.77329, -7.88796], [-2.20006, -4.29749, 1.82349], [2.86035, 2.76223, 4.64318], [-2.68908, -2.94222, 3.80358], [5.20955, -0.88918, -4.52835], [2.56534, 0.99822, 8.68613], [-1.64181, 4.66720, -3.03720], [3.81165, -2.20791, -7.23585], [6.52510, -2.93955, -6.27178], [3.74569, -3.81799, -6.94454], [3.84148, 0.50837, 4.99333], [-1.41774, -0.66755, 3.24759], [-1.19837, -4.95066, -0.07086], [-0.81717, 3.23968, -3.70397], [2.21737, 2.89937, 7.66715], [1.76012, -0.60972, 8.99258], [-5.46508, 3.92061, -2.76031], [-4.34402, 1.64570, -5.53997], [1.27935, -2.40599, 0.37693], [-5.51910, 1.48951, -2.75690], [0.32508, -5.12159, 0.93537], [4.10097, -3.17133, -4.49334], [-1.23762, -2.23010, -0.99407], [-1.91507, -1.49796, 0.46443], [-1.69635, 3.32713, -2.00972], [0.89594, -2.87653, 2.13570], [1.90362, 4.31409, 6.65935], [6.36336, -3.29486, -4.58817], [3.47927, -0.86595, -4.86210], [3.24261, 0.81675, -6.61147], [4.77657, 1.32682, -6.22131], [-3.78968, 2.46069, -1.87132], [-0.71067, 3.71944, 5.63680], [-2.91639, -1.96616, 2.45953], [-2.51194, -3.11396, -0.14180], [2.49660, -1.15914, 6.33544], [1.36731, -0.43043, 5.16726], [-0.75553, -1.17593, 6.55636], [2.52147, -2.90724, -6.21261], [0.61579, 3.67715, 7.62793]],
  "atomic_forces_ev_per_a": [[-0.76, -0.36, -1.23], [-1.78, -0.40, 0.91], [-0.45, 0.10, 0.24], [1.43, -2.32, 0.25], [-0.33, -0.10, -0.73], [0.99, -0.24, 0.15], [-0.25, 0.82, -0.32], [0.14, -0.11, -0.11], [-0.05, -0.35, 0.06], [-0.42, 0.31, 0.44], [0.02, 0.53, 0.55], [0.70, -0.80, -0.06], [0.03, -0.10, -0.37], [-0.55, 0.18, 0.05], [0.52, -1.13, 0.63], [0.38, 0.04, -0.69], [0.00, 0.72, 0.18], [-0.06, -0.35, -0.06], [-0.78, 0.58, -2.14], [0.23, 1.04, 1.82], [1.21, 1.43, -1.24], [0.20, -0.62, 0.26], [-0.10, -0.03, -0.27], [-0.17, 0.19, 0.06], [0.14, 0.09, 0.26], [0.22, -0.79, -0.29], [-0.33, 0.28, -0.38], [0.38, -1.54, 1.04], [1.96, 0.18, -0.27], [-0.83, 0.00, 1.56], [-1.36, -1.98, 0.80], [-1.22, -0.07, -1.57], [-0.47, 1.99, -1.41], [0.59, -1.66, -0.96], [-2.25, 0.58, 1.23], [0.61, -2.12, 2.24], [-1.26, -1.06, 1.09], [0.92, -0.07, 0.18], [0.55, 1.97, -0.76], [-0.65, 0.21, -1.20], [0.08, 2.81, 0.06], [-0.18, 0.69, -0.59], [1.61, 0.77, -0.23], [1.14, -0.54, -0.55], [1.71, 1.37, 0.19], [0.36, -0.82, -0.71], [-0.17, 1.92, 1.11], [-0.26, 0.16, 0.67], [-0.10, 0.65, 0.61], [-0.53, -0.74, 2.19], [0.17, -0.65, -0.24], [0.06, -0.04, 0.35], [-1.01, 1.02, 0.82], [0.39, 0.44, 0.21], [0.55, 0.64, -0.87], [0.80, 0.74, 1.16], [-0.44, 0.48, -1.86], [-0.45, 1.44, -0.78], [0.74, 1.28, -1.95], [1.03, 0.52, 0.24], [-0.66, -0.82, -0.79], [0.36, -0.59, 0.61], [-0.78, -0.66, -0.37], [0.75, 0.83, -0.03], [0.82, 0.43, -0.91], [-0.19, -0.04, -0.01], [0.39, 0.51, -0.05], [-0.19, 0.63, 0.01], [0.20, -0.61, -0.60], [-0.08, -0.40, -0.51], [0.72, -0.33, 0.02], [-1.53, -0.15, -0.25], [-0.76, 0.47, 0.85], [0.32, 0.16, 0.29], [-0.52, -1.20, -0.26], [0.49, -1.02, -0.26], [-0.18, 0.37, -0.50], [0.26, 0.90, 0.35], [-0.56, -0.22, 0.82], [-0.47, -1.07, 0.56], [-0.08, 0.13, -0.51], [-1.42, -0.80, -0.32], [0.27, 0.51, -0.40], [-0.78, 0.04, 0.68], [-0.58, -0.49, 0.02], [-0.50, -0.21, -0.09], [-1.04, -0.15, 0.88], [0.41, -1.11, 0.86], [-0.98, -0.77, 0.13], [0.22, -0.36, 0.32], [-0.17, 0.08, -0.27], [0.67, -0.24, 0.26], [0.93, 0.71, 1.35], [0.61, 0.15, -0.01], [-0.83, -0.42, 0.72], [-0.41, -0.16, 0.39], [-0.78, 0.63, -0.29], [-0.83, 0.00, 0.11], [0.29, -0.35, 0.31], [0.04, -1.22, -0.54], [1.11, -0.45, -0.43], [0.48, -0.15, -0.39], [0.10, -0.27, -0.50], [-0.03, 0.32, 0.48], [-0.05, -0.04, -0.27], [0.05, -0.47, -0.72], [0.93, 0.33, 0.22], [0.73, 0.07, 0.17], [-0.11, -0.04, -0.17], [-0.50, 0.92, -0.48], [-0.44, -0.35, 0.12], [-0.30, 0.15, -0.38], [-0.15, -0.25, -0.45], [1.03, -0.24, 0.90], [0.84, 0.48, -0.18], [0.29, -0.33, -0.27]],
  "lumo_energy_ev": -6.322,
  "homo_energy_ev": -13.63,
  "total_charge": 2,
  "largest_force_ev_per_a": 3.14,
  "gap_ev": 7.304
}

=====

Record 4
{
  "formula": "C4H9FN",
  "method": "wB97M-V/def2-TZVPD",
  "species": ["F", "N", "C", "C", "C", "C", "H", "H", "H", "H", "H", "H", "H", "H", "H"],
  "xyz": [[-0.46194, -1.99857, 0.59030], [0.75046, -0.14050, 0.05780], [-0.32031, -0.72810, 0.43090], [-2.62531, 0.26851, 0.39720], [0.68588, 1.31359, -0.33831], [1.87717, -0.98460, -0.24948], [1.71010, 1.69543, -0.76691], [1.42477, -1.82068, -0.77049], [2.58992, -0.57825, -1.00259], [-3.02450, -0.50357, 1.02970], [2.42757, -1.35512, 0.54941], [-3.18449, 0.43851, -0.53652], [-0.19488, 1.33837, -0.94078], [0.62093, 1.92393, 0.63813], [-2.27537, 1.13104, 0.91165]],
  "atomic_forces_ev_per_a": [[1.07, 0.04, 0.12], [0.01, 0.06, 0.17], [-4.21, 2.20, -0.77], [1.24, -0.69, 0.28], [2.29, 0.87, 2.32], [0.60, -0.54, -3.05], [-2.26, -1.25, 0.27], [0.31, -0.51, 0.00], [-0.74, 0.36, 0.75], [0.14, -0.33, 0.10], [0.73, -0.31, 1.81], [1.11, -0.41, -0.04], [-0.14, 0.89, -0.62], [-0.37, -0.91, -1.59], [0.20, 0.53, 0.24]],
  "lumo_energy_ev": [-5.805, -5.806],
  "homo_energy_ev": [-15.18, -15.18],
  "total_charge": 1,
  "largest_force_ev_per_a": 4.81,
  "gap_ev": [9.380, 9.377]
}